1.
The following is a DFT calculation (ωB97M-V/def2-TZVPD) of a structure of composition C12H25ClNO2P2Ti.

Last column: Löwdin charge in e.
Element x y z (Å)
Ti: 0.297 -1.137 -0.266  0.53
P: 0.335 0.135 -2.386  0.85
C: -0.964 1.369 -1.997  -0.25
C: -1.636 1.216 -0.658  -0.28
N: -1.211 0.308 0.250  -0.02
C: -1.899 0.119 1.405  -0.29
C: -3.013 0.895 1.704  0.02
C: -3.422 1.875 0.812  0.02
C: -2.723 2.043 -0.376  0.02
C: -1.481 -0.976 2.365  -0.27
P: 0.272 -1.485 2.167  0.82
H: -3.005 2.782 -1.108  0.14
H: -3.515 0.697 2.646  0.14
H: -4.289 2.491 1.042  0.14
H: -1.589 -0.622 3.400  0.11
H: -2.121 -1.867 2.235  0.12
H: -0.515 2.325 -2.066  0.09
H: -1.714 1.304 -2.795  0.12
H: 2.676 4.585 0.396  0.00
O: 2.276 5.352 0.771  -0.03
H: 1.337 5.168 0.754  0.02
H: 3.158 -2.166 -1.234  0.08
O: 2.224 -0.819 -0.103  -0.42
H: 2.853 -0.178 0.291  0.09
C: 1.145 -0.381 3.303  -0.21
H: 0.681 -0.423 4.297  0.08
H: 2.196 -0.694 3.366  0.07
H: 1.105 0.647 2.920  0.06
C: 0.388 -3.139 2.908  -0.21
H: 1.443 -3.450 2.872  0.07
H: 0.039 -3.123 3.951  0.08
H: -0.209 -3.848 2.316  0.06
C: -0.265 -0.659 -3.909  -0.22
H: -0.527 0.101 -4.660  0.08
H: 0.526 -1.314 -4.303  0.07
H: -1.142 -1.275 -3.671  0.05
C: 1.720 1.185 -2.933  -0.21
H: 2.573 0.547 -3.204  0.07
H: 1.430 1.797 -3.802  0.08
H: 2.027 1.848 -2.111  0.06
Cl: -1.211 -2.762 -0.778  0.19
C: 2.082 -2.455 -1.246  -0.02
H: 1.927 -3.112 -0.371  0.05
H: 1.740 -2.906 -2.190  0.06

Values from the calculation:
Lowest unoccupied orbital energy (spin up / spin down) in hartree: -0.311 / -0.314
Multiplicity: 2
HOMO energy (spin up / spin down) in eV: -15.828 / -15.903
Net charge: +2

***

2.
The following is a DFT calculation (ωB97M-V/def2-TZVPD) of a structure of composition C12H25F6MoN4O6S2Se2.

Last column: Löwdin charge in e.
Element x y z (Å)
Mo: 0.382 -0.301 0.153  1.50
F: -0.243 5.288 0.838  0.18
C: 0.334 4.073 0.961  -0.49
F: 1.692 4.148 1.202  0.12
F: -0.177 3.486 2.119  0.09
S: -0.008 2.955 -0.567  0.67
O: 0.866 1.785 -0.447  -0.43
O: 0.190 3.604 -1.849  -0.22
N: -1.531 2.738 -0.410  -0.28
S: -2.497 1.655 0.166  0.72
O: -3.643 1.473 -0.684  -0.21
O: -1.749 0.381 0.522  -0.46
C: -3.190 2.310 1.859  -0.57
F: -4.309 1.542 2.043  0.14
F: -3.484 3.588 1.637  0.18
F: -2.442 2.269 2.964  0.16
C: 3.356 -1.564 -1.801  -0.26
Se: 2.963 -1.087 0.093  1.02
C: 3.088 -2.920 0.932  -0.45
C: 2.014 -3.751 0.429  -0.33
Se: 0.199 -2.766 1.028  1.01
C: -1.302 -3.406 -0.134  -0.24
H: 2.639 -1.184 -2.477  0.00
H: 3.401 -2.595 -2.029  0.04
H: 4.373 -1.171 -2.092  0.09
H: 2.935 -2.675 2.029  0.10
H: 4.121 -3.310 0.720  0.14
H: 1.824 -4.639 1.017  0.09
H: 1.873 -3.790 -0.649  0.08
H: -2.036 -2.588 -0.146  0.03
H: -1.667 -4.353 0.173  0.05
H: -0.842 -3.403 -1.122  0.04
C: -1.445 1.911 -3.935  0.01
N: -0.567 0.828 -3.446  -0.08
C: 0.815 1.124 -3.896  0.01
C: -0.835 -0.232 -2.646  -0.42
C: -2.291 -0.651 -2.620  0.05
O: 0.149 -0.771 -2.031  -0.15
H: -1.056 2.886 -3.494  0.11
H: -2.434 1.700 -3.458  0.09
H: -1.573 1.897 -5.023  0.13
H: 1.237 0.331 -4.472  0.10
H: 1.423 1.058 -2.999  0.07
H: 0.934 2.064 -4.488  0.14
H: -2.528 -1.226 -3.610  0.17
H: -2.835 0.282 -2.513  0.05
H: -2.425 -1.229 -1.700  0.06
C: -0.865 -1.455 4.055  -0.04
N: 0.306 -0.605 4.426  0.08
C: 1.060 0.022 3.496  -0.52
N: 2.351 0.388 3.914  0.20
O: 0.692 0.425 2.359  -0.14
H: -0.737 -2.012 3.130  -0.04
H: -1.743 -0.853 4.055  0.08
H: -0.982 -2.270 4.863  0.14
H: 0.807 -0.916 5.256  0.16
H: 2.612 0.323 4.861  0.10
H: 2.798 1.187 3.437  0.14

Values from the calculation:
Lowest unoccupied orbital energy (spin up / spin down) in hartree: -0.498 / -0.458
Multiplicity: 3
HOMO energy (spin up / spin down) in eV: -18.992 / -19.044
Net charge: +3

***

3.
The following is a DFT calculation (ωB97M-V/def2-TZVPD) of the molecule C12H25N5O3.

Last column: Löwdin charge in e.
Element x y z (Å)
H: 6.559 1.306 1.701  0.01
N: 5.675 1.530 1.284  0.08
C: 5.183 0.496 0.659  -0.55
N: 5.648 -0.843 0.770  0.10
N: 4.089 0.581 -0.171  0.02
C: 3.167 -0.515 -0.340  -0.21
C: 1.777 0.053 -0.728  -0.17
C: 0.709 -0.975 -1.103  -0.16
C: 0.060 -1.661 0.100  -0.34
N: 0.941 -2.711 0.605  0.07
C: -1.316 -2.197 -0.320  -0.41
O: -1.334 -3.313 -0.865  0.05
N: -2.453 -1.472 -0.081  0.11
C: -2.629 -0.486 0.967  -0.22
C: -2.075 0.925 0.688  -0.11
C: -2.746 1.791 -0.401  -0.42
C: -2.124 3.184 -0.599  -0.09
C: -2.879 1.083 -1.771  -0.06
C: -4.165 -0.427 1.206  -0.44
O: -4.936 -1.055 0.535  0.13
O: -4.668 0.309 2.256  0.11
H: 5.726 -1.338 -0.120  0.09
H: 6.591 -0.831 1.185  0.09
H: 3.817 1.516 -0.318  0.11
H: 3.074 -1.062 0.551  0.08
H: 3.538 -1.232 -1.093  0.12
H: 1.432 0.734 0.013  0.09
H: 1.994 0.674 -1.611  0.12
H: -0.134 -0.475 -1.654  0.11
H: 1.080 -1.779 -1.815  0.15
H: 0.027 -0.907 0.909  0.13
H: 0.602 -3.014 1.505  0.08
H: 0.832 -3.495 -0.002  0.07
H: -3.316 -1.997 -0.279  0.15
H: -2.167 -0.859 1.903  0.16
H: -1.028 0.820 0.358  0.10
H: -2.108 1.515 1.620  0.12
H: -3.804 2.118 -0.107  0.15
H: -2.171 3.782 0.346  0.09
H: -1.050 3.061 -0.877  0.09
H: -2.694 3.728 -1.333  0.07
H: -1.937 0.580 -1.997  0.06
H: -3.153 1.760 -2.591  0.08
H: -3.675 0.351 -1.736  0.07
H: -3.959 0.747 2.752  0.11

Values from the calculation:
Lowest unoccupied orbital energy in hartree: 0.006
SMILES: [H]/N=C(\N)NCCC[C@H](N)C(=O)N[C@@H](CC(C)C)C(=O)O
HOMO energy in eV: -8.683

***

4.
The following is a DFT calculation (ωB97M-V/def2-TZVPD) of a cluster of 2 separate species, C12H26BClO7S in total.

Last column: Löwdin charge in e.
Element x y z (Å)
O: -6.280 -0.188 1.928  0.06
C: -6.020 -0.964 1.001  -0.43
O: -6.637 -0.769 -0.264  0.03
C: -4.995 -2.195 1.100  -0.05
B: -4.451 -2.583 -0.389  -0.09
C: -3.098 -2.027 -1.077  -0.15
C: -2.426 -0.772 -0.314  -0.23
C: -3.117 0.581 -0.801  -0.21
C: -2.365 1.920 -0.372  -0.25
S: -1.776 1.963 1.377  0.44
O: -0.738 0.926 1.703  -0.38
O: -1.119 3.316 1.574  -0.42
Cl: -3.360 1.938 2.762  0.36
H: -6.636 0.198 -0.449  0.12
H: -5.520 -3.091 1.592  0.12
H: -4.172 -1.865 1.814  0.11
H: -5.088 -3.375 -0.997  0.06
H: -2.306 -2.863 -1.036  0.12
H: -3.283 -1.736 -2.174  0.11
H: -2.529 -0.857 0.823  0.09
H: -1.304 -0.774 -0.529  0.12
H: -3.103 0.554 -1.951  0.13
H: -4.228 0.566 -0.510  0.11
H: -1.484 2.183 -1.056  0.13
H: -3.095 2.800 -0.482  0.12
C: 3.664 2.866 1.069  -0.11
O: 3.817 1.459 1.157  -0.20
C: 2.585 0.750 1.250  -0.18
C: 2.475 -0.367 0.207  -0.17
O: 2.447 0.041 -1.160  -0.13
C: 3.622 0.640 -1.702  -0.17
C: 4.877 -0.231 -1.748  -0.19
O: 5.378 -0.517 -0.449  -0.20
C: 5.640 -1.891 -0.216  -0.11
H: 3.740 3.311 2.065  0.09
H: 4.480 3.255 0.455  0.08
H: 2.721 3.163 0.599  0.09
H: 1.720 1.415 1.170  0.10
H: 2.559 0.290 2.246  0.13
H: 1.517 -0.869 0.386  0.12
H: 3.231 -1.133 0.366  0.10
H: 3.813 1.595 -1.215  0.10
H: 3.364 0.888 -2.737  0.13
H: 5.663 0.334 -2.269  0.13
H: 4.681 -1.139 -2.323  0.12
H: 4.952 -2.540 -0.770  0.09
H: 5.509 -2.087 0.845  0.09
H: 6.673 -2.121 -0.497  0.09

Values from the calculation:
Lowest unoccupied orbital energy in hartree: -0.034
SMILES: O=C(O)CBCCCCS(=O)(=O)Cl.COCCOCCOC
HOMO energy in eV: -8.877

***

5.
The following is a DFT calculation (ωB97M-V/def2-TZVPD) of a structure of composition C12H26ClEuINP2.

Last column: Löwdin charge in e.
Element x y z (Å)
C: -0.678 0.600 -2.927  -0.59
I: 1.992 0.563 -3.865  0.57
H: -0.867 0.658 -4.014  0.08
H: -1.015 1.520 -2.456  -0.03
H: -1.287 -0.076 -2.660  -0.08
Eu: -0.400 -2.173 1.226  1.55
P: 0.300 2.899 -0.792  0.71
C: 0.175 4.221 0.344  -0.33
C: 1.988 3.144 -1.556  -0.33
H: 2.171 4.179 -1.862  0.06
H: -0.100 4.487 -2.450  0.05
H: 2.005 2.509 -2.464  -0.16
H: -0.163 2.877 -3.213  0.01
H: 0.861 4.041 1.154  0.04
H: 2.705 2.801 -0.792  0.04
C: -0.471 3.477 -2.363  -0.31
H: 0.434 5.101 -0.237  0.05
H: -1.553 3.460 -2.270  0.05
H: -0.839 4.235 0.702  0.03
P: 0.413 -3.374 -1.093  0.61
C: 0.096 -4.378 0.354  -0.42
C: -0.602 -3.676 -2.542  -0.24
H: 2.210 -2.487 -2.493  0.03
H: 2.302 -4.338 -1.954  0.05
H: 2.855 -2.901 -0.816  0.08
C: 2.191 -3.269 -1.672  -0.22
H: -0.334 -2.944 -3.320  0.07
H: -0.264 -4.721 -2.707  0.07
H: 0.317 -5.329 -0.175  0.09
H: -0.969 -4.341 0.696  0.05
H: -1.667 -3.564 -2.278  0.06
H: 0.776 -4.190 1.213  0.05
Cl: 0.488 -0.009 -1.706  0.27
C: -1.445 0.157 5.595  0.00
C: -1.261 1.283 4.838  -0.02
C: -1.025 1.184 3.522  -0.06
N: -0.952 -0.027 2.826  0.00
C: -1.078 -1.042 3.627  -0.31
C: -1.313 -1.005 4.962  -0.05
H: -1.720 0.202 6.626  0.14
H: -1.256 2.200 5.297  0.11
H: -0.789 2.045 2.928  0.11
H: -0.884 -2.055 3.361  0.02
H: -1.347 -1.941 5.406  0.11

Values from the calculation:
Lowest unoccupied orbital energy (spin up / spin down) in hartree: -0.277 / -0.276
Multiplicity: 7
HOMO energy (spin up / spin down) in eV: -12.649 / -12.639
Net charge: +2

***

Asked for ΔE to the lowest compared entry with this formula, charge and spin across the records above, the calculation gives 25.6; 53.6; 23.5; 40.6; 168.3 kcal per mole in order.
Asked for molar mass across the records above, the calculation gives 360.60; 753.34; 287.36; 360.66; 560.62 g mol⁻¹ in order.